(1)
DFT (the ωB97M-V functional and the def2-TZVPD basis) results for the molecule C8H7Cl3N2.

ΔE to the lowest compared entry with this formula, charge and spin ... 296.42 kJ/mol
Lowest unoccupied orbital energy ... -0.2303 eV
Kohn-Sham gap ... 0.274 Eh

ORCA input file:
```
! RIJCOSX wB97M-V def2-TZVPD def2/J DEFGRID3
* xyz 0 1
C -1.469 -1.134 1.715
C -1.681 0.812 0.245
C -1.951 -0.488 0.541
C 0.515 1.089 -0.260
C -0.477 1.569 0.724
C 0.810 -1.375 -0.418
C 0.825 1.993 -1.418
C 1.497 -2.529 0.021
N -1.130 -1.826 2.573
N 0.824 -0.179 -0.290
Cl -2.297 1.548 -1.195
Cl -2.685 -1.548 -0.661
Cl 0.053 1.292 2.462
H -0.646 2.578 0.640
H 1.711 2.633 -1.315
H -0.021 2.639 -1.412
H 0.838 1.490 -2.374
H 2.594 -2.497 -0.274
H 1.192 -3.587 -0.416
H 1.497 -2.480 1.112
*
```

=====

(2)
DFT (the ωB97M-V functional and the def2-TZVPD basis) results for C5H12SSi as an isolated structure.

ΔE to the lowest compared entry with this formula, charge and spin ... 220.49 kJ/mol
Lowest unoccupied orbital energy ... 0.1455 eV
Kohn-Sham gap ... 0.323 Eh

ORCA input file:
```
! RIJCOSX wB97M-V def2-TZVPD def2/J DEFGRID3
* xyz 0 1
C -3.294 0.786 -0.187
C -2.687 -0.035 0.610
C 2.243 -1.459 -0.191
C 1.008 0.375 1.693
C 0.526 0.782 -1.746
Si 0.800 -0.162 -0.110
S -0.924 -1.391 -0.185
H -4.028 1.460 0.232
H -2.962 0.997 -1.225
H -3.003 -0.519 1.555
H 2.313 -2.003 0.778
H 2.027 -2.314 -0.882
H 3.222 -0.864 -0.427
H -0.016 0.872 1.978
H 1.293 -0.505 2.348
H 1.771 1.060 2.098
H 0.677 0.105 -2.600
H -0.350 1.326 -1.776
H 1.383 1.488 -1.963
*
```

=====

(3)
DFT (the ωB97M-V functional and the def2-TZVPD basis) results for C6H18FNaO8P2 as an isolated structure.

ΔE to the lowest compared entry with this formula, charge and spin ... 536.47 kJ/mol
Lowest unoccupied orbital energy ... -2.0375 eV
Kohn-Sham gap ... 0.158 Eh

ORCA input file:
```
! RIJCOSX wB97M-V def2-TZVPD def2/J DEFGRID3
* xyz 0 1
Na -0.841 1.600 3.775
F 2.599 3.927 4.438
C 4.156 -4.258 3.559
O 3.973 -3.304 2.534
P 2.513 -2.791 2.048
O 1.604 -2.126 3.021
O 1.821 -4.128 1.370
C 1.092 -4.929 2.259
O 2.908 -1.772 0.842
C 2.741 -0.395 1.088
H 4.136 -5.286 3.197
H 3.406 -4.206 4.348
H 5.019 -4.000 4.172
H 0.320 -5.532 1.780
H 0.551 -4.488 3.096
H 1.770 -5.405 2.967
H 1.744 0.005 1.275
H 3.117 0.236 0.283
H 3.495 -0.162 1.840
C -3.004 0.348 -2.333
O -2.179 1.456 -2.770
P -2.498 2.943 -2.210
O -2.577 2.948 -0.696
O -1.371 3.949 -2.851
C -0.635 3.490 -4.023
O -3.883 3.273 -3.040
C -4.568 4.431 -2.702
H -2.443 -0.483 -1.904
H -3.636 -0.123 -3.086
H -3.481 0.469 -1.360
H -1.166 3.909 -4.877
H -0.568 2.408 -4.130
H 0.410 3.788 -3.927
H -5.564 4.065 -2.454
H -4.697 5.017 -3.611
H -4.261 5.125 -1.919
*
```

=====

(4)
DFT (the ωB97M-V functional and the def2-TZVPD basis) results for a 6-piece molecular cluster, C35H90N6O7P overall.

Lowest unoccupied orbital energy ... -2.6307 eV
Kohn-Sham gap ... 0.299 Eh

ORCA input file:
```
! RIJCOSX wB97M-V def2-TZVPD def2/J DEFGRID3
* xyz 1 1
C 4.982 -2.518 -0.492
C 3.456 -2.610 -0.088
O 2.728 -2.998 -1.278
P 1.209 -2.307 -1.320
C 0.347 -3.169 -2.750
N 1.079 -2.730 -3.994
C 0.422 -2.659 0.324
C -1.126 -2.961 0.238
C -1.961 -1.844 -0.475
C -2.228 -0.576 0.413
C -2.860 0.526 -0.520
C -1.763 1.322 -1.354
C -1.324 2.568 -0.501
C 0.220 2.834 -0.485
C 1.123 1.555 -0.265
C 2.577 2.023 0.152
C 3.744 1.143 -0.430
O 3.942 1.292 -1.838
C 5.206 0.727 -2.185
H 5.499 -1.659 -0.020
H 4.995 -2.372 -1.601
H 5.500 -3.489 -0.322
H 3.400 -3.402 0.697
H 3.095 -1.669 0.386
H 1.289 -0.894 -1.518
H 0.478 -4.277 -2.681
H -0.722 -2.877 -2.828
H 1.376 -1.773 -3.812
H 0.430 -2.752 -4.775
H 0.564 -1.853 1.076
H 0.902 -3.577 0.747
H -1.512 -3.185 1.258
H -1.259 -3.895 -0.368
H -1.497 -1.471 -1.426
H -2.957 -2.286 -0.724
H -1.337 -0.223 0.977
H -3.037 -0.847 1.139
H -3.570 0.045 -1.240
H -3.462 1.241 0.087
H -0.925 0.656 -1.659
H -2.292 1.608 -2.297
H -1.755 2.500 0.522
H -1.792 3.465 -0.985
H 0.416 3.506 0.393
H 0.590 3.412 -1.377
H 0.671 0.790 0.407
H 1.228 1.060 -1.273
H 2.716 3.078 -0.187
H 2.604 2.054 1.266
H 4.681 1.520 0.063
H 3.626 0.053 -0.202
H 6.063 1.409 -1.959
H 5.246 0.523 -3.280
H 5.354 -0.227 -1.621
C -3.390 -5.304 3.325
C -1.972 -5.690 3.733
C -1.807 -5.906 5.246
O -1.742 -4.698 5.982
C -2.998 -4.107 6.273
N -1.042 -4.670 3.230
H -3.628 -4.267 3.567
H -3.518 -5.417 2.246
H -4.127 -5.945 3.813
H -1.742 -6.639 3.238
H -0.849 -6.407 5.420
H -2.581 -6.572 5.644
H -3.779 -4.852 6.452
H -3.290 -3.434 5.464
H -2.885 -3.504 7.174
H -0.090 -4.975 3.418
H -1.152 -3.847 3.821
C -3.056 2.359 7.133
C -2.920 1.003 7.820
C -2.629 -0.153 6.845
O -3.759 -0.596 6.107
C -4.051 0.175 4.956
N -4.126 0.752 8.617
H -4.010 2.472 6.616
H -2.996 3.162 7.869
H -2.254 2.514 6.407
H -2.069 1.072 8.504
H -2.309 -1.017 7.435
H -1.798 0.089 6.171
H -3.146 0.555 4.472
H -4.720 1.000 5.209
H -4.577 -0.468 4.248
H -3.994 -0.103 9.151
H -4.875 0.518 7.969
C 6.752 -4.024 -5.836
C 5.227 -4.051 -5.818
C 4.581 -2.909 -6.623
O 4.603 -1.645 -5.973
C 5.819 -0.929 -6.113
N 4.768 -4.054 -4.425
H 7.165 -3.249 -5.190
H 7.151 -4.977 -5.485
H 7.130 -3.860 -6.848
H 4.916 -4.992 -6.281
H 3.521 -3.149 -6.755
H 5.009 -2.834 -7.630
H 6.285 -1.096 -7.087
H 6.513 -1.193 -5.311
H 5.595 0.135 -6.016
H 3.757 -4.169 -4.416
H 4.907 -3.113 -4.062
C 3.115 4.515 -6.318
C 3.300 3.568 -5.137
C 2.023 3.354 -4.307
O 1.707 4.424 -3.438
C 1.013 5.500 -4.048
N 4.403 4.058 -4.303
H 3.064 5.560 -6.012
H 3.956 4.426 -7.008
H 2.204 4.277 -6.873
H 3.587 2.594 -5.547
H 2.188 2.493 -3.650
H 1.167 3.099 -4.945
H 0.332 5.157 -4.832
H 1.718 6.229 -4.452
H 0.428 6.002 -3.277
H 4.584 3.375 -3.570
H 4.059 4.869 -3.794
C -6.633 4.409 0.702
C -5.150 4.079 0.835
C -4.752 3.589 2.240
O -4.649 4.615 3.212
C -5.880 5.003 3.799
N -4.365 5.249 0.426
H -6.894 5.356 1.175
H -6.908 4.492 -0.351
H -7.251 3.624 1.145
H -4.936 3.264 0.135
H -3.750 3.151 2.171
H -5.418 2.789 2.590
H -6.568 4.159 3.907
H -6.348 5.799 3.217
H -5.667 5.403 4.791
H -3.379 4.996 0.421
H -4.434 5.937 1.173
*
```

=====

(5)
DFT (the ωB97M-V functional and the def2-TZVPD basis) results for an isolated ion of composition C5H11N and charge -1.

ΔE to the lowest compared entry with this formula, charge and spin ... 9.27 kJ/mol
Lowest unoccupied orbital energy (spin up / spin down) ... 4.4084 / 4.2598 eV
⟨S²⟩ ... 0.7504
Kohn-Sham gap (spin up / spin down) ... 0.106 / 0.322 Eh

ORCA input file:
```
! RIJCOSX wB97M-V def2-TZVPD def2/J DEFGRID3
* xyz -1 2
N -0.298 1.093 -0.617
C 0.417 1.536 0.558
C 0.231 0.425 1.589
C 0.200 -0.803 0.690
C -0.548 -0.334 -0.566
C -0.109 -1.114 -1.793
H -1.128 1.647 -0.832
H 0.098 2.525 0.912
H 1.501 1.593 0.352
H 1.001 0.348 2.369
H -0.697 0.566 2.161
H 1.228 -1.144 0.535
H -0.299 -1.682 1.124
H -1.586 -0.590 -0.311
H -0.516 -2.131 -1.672
H -0.464 -0.677 -2.724
H 0.971 -1.258 -1.775
*
```

=====

(6)
DFT (the ωB97M-V functional and the def2-TZVPD basis) results for the molecule C3H7N3O2.

SMILES string ... N/N=C\O/N=C/CO
ΔE to the lowest compared entry with this formula, charge and spin ... 764.36 kJ/mol
Lowest unoccupied orbital energy ... 0.4164 eV
Kohn-Sham gap ... 0.331 Eh

ORCA input file:
```
! RIJCOSX wB97M-V def2-TZVPD def2/J DEFGRID3
* xyz 0 1
N 1.617 1.498 0.005
N 2.568 0.404 0.085
C 2.022 -0.805 0.222
O 0.743 -1.256 -0.329
N -0.223 -0.288 -0.254
C -1.330 -0.904 0.177
C -2.553 -0.159 0.180
O -2.301 1.205 -0.141
H 0.401 1.455 0.076
H 1.848 2.354 0.427
H 2.762 -1.607 0.118
H -1.486 -1.896 0.604
H -3.113 -0.239 1.159
H -3.211 -0.716 -0.514
H -1.294 0.973 -0.444
*
```

=====

Number 1: electronic energy -48952.8974 eV. Number 2: electronic energy -24090.4657 eV. Number 3: electronic energy -48605.5191 eV. Number 4: electronic energy -70306.2015 eV. Number 5: electronic energy -6851.7219 eV. Number 6: electronic energy -11783.3911 eV.